No. 1
Here is a structure of composition C35H61BN8O2PS5W at a distorted geometry from the Open Molecules 2025 dataset. Energies are from the ωB97M-V functional and the def2-TZVPD basis.

Energy above the lowest of the compared OMol25 structures with the same formula, charge and spin, kcal per mole: 31.8
Orbital gap (alpha / beta), eV: 6.565 / 7.038
Energy, a.u.: -4382.804503
⟨S²⟩: 0.76

```
! RIJCOSX wB97M-V def2-TZVPD def2/J DEFGRID3
* xyz 2 2
W 0.885 2.019 -0.759
C 3.737 -1.939 1.598
C 2.365 -1.979 1.028
C 1.760 -3.125 0.574
C 0.489 -3.042 -0.038
N -0.193 -1.923 -0.023
N 0.356 -0.822 0.434
B -0.408 0.494 0.379
N -1.775 0.303 -0.306
N -2.527 -0.574 0.337
C -3.710 -0.901 -0.109
C -4.224 -0.300 -1.285
C -3.472 0.625 -1.957
C -3.937 1.326 -3.178
C -2.180 0.920 -1.431
S -1.187 2.051 -2.215
C -4.514 -1.900 0.685
C -5.021 -3.016 -0.238
C -3.642 -2.481 1.799
C -5.713 -1.161 1.303
N -0.615 1.032 1.805
N -0.592 0.159 2.796
C -0.880 0.533 4.020
C -1.273 1.864 4.287
C -1.275 2.795 3.275
C -1.633 4.223 3.470
C -0.875 2.344 1.997
S -0.613 3.436 0.708
C -0.788 -0.531 5.092
C -1.838 -1.605 4.778
C -1.043 0.017 6.496
C 0.609 -1.160 5.035
C 1.641 -0.778 0.842
S 2.366 0.758 0.987
C -0.065 -4.205 -0.816
C -1.482 -3.892 -1.284
C 0.861 -4.371 -2.034
C -0.065 -5.488 0.019
H 4.231 -2.899 1.492
H 3.696 -1.681 2.655
H 4.325 -1.168 1.099
H 2.272 -4.072 0.643
H -5.208 -0.556 -1.640
H -4.965 1.070 -3.408
H -3.307 1.062 -4.026
H -3.849 2.402 -3.039
H -4.206 -3.461 -0.800
H -5.763 -2.655 -0.943
H -5.485 -3.792 0.364
H -2.697 -2.835 1.396
H -4.155 -3.305 2.289
H -3.429 -1.712 2.534
H -6.379 -0.769 0.537
H -5.376 -0.335 1.926
H -6.277 -1.851 1.924
H -1.542 2.163 5.286
H -1.907 4.413 4.502
H -2.463 4.490 2.816
H -0.798 4.866 3.195
H -2.833 -1.167 4.743
H -1.835 -2.364 5.553
H -1.620 -2.077 3.825
H -2.052 0.410 6.595
H -0.324 0.788 6.765
H -0.939 -0.794 7.213
H 0.808 -1.552 4.040
H 0.668 -1.975 5.751
H 1.372 -0.427 5.287
H -1.509 -2.964 -1.850
H -2.135 -3.786 -0.425
H -1.854 -4.697 -1.910
H 0.906 -3.446 -2.607
H 0.472 -5.159 -2.672
H 1.871 -4.640 -1.733
H -0.634 -5.349 0.935
H 0.940 -5.804 0.281
H -0.523 -6.289 -0.554
C 6.037 -1.246 -2.133
C 5.046 -1.455 -3.259
O 3.722 -1.063 -2.859
P 3.138 0.416 -2.870
S 1.229 -0.011 -2.327
S 4.043 1.816 -1.794
O 3.192 0.953 -4.370
C 2.622 0.235 -5.481
C 1.195 0.674 -5.754
H 7.004 -1.640 -2.427
H 5.709 -1.761 -1.234
H 6.147 -0.187 -1.912
H 4.948 -2.516 -3.507
H 5.340 -0.899 -4.155
H 2.667 -0.839 -5.280
H 3.265 0.472 -6.332
H 0.529 0.369 -4.950
H 0.861 0.212 -6.677
H 1.143 1.754 -5.869
N 2.340 3.578 0.310
C 2.288 5.053 0.232
C 2.845 5.577 -1.092
C 1.790 5.937 -2.145
C 0.736 4.855 -2.378
N 1.339 3.511 -2.515
H 2.270 3.338 1.302
H 3.276 3.276 0.014
H 2.889 5.467 1.048
H 1.255 5.376 0.387
H 3.553 4.838 -1.476
H 3.420 6.483 -0.903
H 2.306 6.165 -3.080
H 1.275 6.847 -1.833
H 0.159 5.110 -3.272
H 0.027 4.830 -1.540
H 2.354 3.611 -2.607
H 1.010 3.080 -3.380
*
```

These are the Löwdin partial charges, in e, on atoms 1 to 99: atom 1 (W): 0.9849, atom 2 (C): -0.0356, atom 3 (C): -0.2258, atom 4 (C): 0.1001, atom 5 (C): -0.1919, atom 6 (N): 0.1846, atom 7 (N): -0.0551, atom 8 (B): -0.8228, atom 9 (N): 0.0093, atom 10 (N): 0.1804, atom 11 (C): -0.1870, atom 12 (C): 0.1011, atom 13 (C): -0.2291, atom 14 (C): -0.0531, atom 15 (C): -0.5549, atom 16 (S): 0.7065, atom 17 (C): -0.5378, atom 18 (C): -0.0216, atom 19 (C): -0.0462, atom 20 (C): -0.0232, atom 21 (N): -0.0193, atom 22 (N): 0.2023, atom 23 (C): -0.1734, atom 24 (C): 0.1075, atom 25 (C): -0.2293, atom 26 (C): -0.0458, atom 27 (C): -0.5427, atom 28 (S): 0.7718, atom 29 (C): -0.5412, atom 30 (C): -0.0365, atom 31 (C): -0.0471, atom 32 (C): -0.0309, atom 33 (C): -0.5949, atom 34 (S): 0.7647, atom 35 (C): -0.5425, atom 36 (C): -0.0465, atom 37 (C): -0.0195, atom 38 (C): -0.0237, atom 39 (H): 0.0953, atom 40 (H): 0.0980, atom 41 (H): 0.0687, atom 42 (H): 0.1341, atom 43 (H): 0.1340, atom 44 (H): 0.0949, atom 45 (H): 0.0928, atom 46 (H): 0.0837, atom 47 (H): 0.0696, atom 48 (H): 0.0837, atom 49 (H): 0.0976, atom 50 (H): 0.0631, atom 51 (H): 0.1002, atom 52 (H): 0.0556, atom 53 (H): 0.0854, atom 54 (H): 0.0906, atom 55 (H): 0.0970, atom 56 (H): 0.1248, atom 57 (H): 0.0950, atom 58 (H): 0.0962, atom 59 (H): 0.0842, atom 60 (H): 0.0895, atom 61 (H): 0.0968, atom 62 (H): 0.0690, atom 63 (H): 0.0907, atom 64 (H): 0.0933, atom 65 (H): 0.0967, atom 66 (H): 0.0681, atom 67 (H): 0.0949, atom 68 (H): 0.0919, atom 69 (H): 0.0842, atom 70 (H): 0.0543, atom 71 (H): 0.0987, atom 72 (H): 0.0809, atom 73 (H): 0.0965, atom 74 (H): 0.0864, atom 75 (H): 0.0936, atom 76 (H): 0.0802, atom 77 (H): 0.0968, atom 78 (C): -0.0679, atom 79 (C): -0.2467, atom 80 (O): -0.3469, atom 81 (P): -0.0366, atom 82 (S): 0.4382, atom 83 (S): 0.3789, atom 84 (O): -0.3343, atom 85 (C): -0.2571, atom 86 (C): -0.0796, atom 87 (H): 0.0890, atom 88 (H): 0.0735, atom 89 (H): 0.0434, atom 90 (H): 0.1295, atom 91 (H): 0.1244, atom 92 (H): 0.1182, atom 93 (H): 0.1313, atom 94 (H): 0.0253, atom 95 (H): 0.0882, atom 96 (H): 0.0802, atom 97 (N): -0.1686, atom 98 (C): -0.2302, atom 99 (C): -0.1771



No. 2
Here is a cluster of 11 separate species, C11H44N8O11 in total at a distorted geometry from the Open Molecules 2025 dataset. Energies are from the ωB97M-V functional and the def2-TZVPD basis.

Energy above the lowest of the compared OMol25 structures with the same formula, charge and spin, kcal per mole: 93.6
SMILES: NC(N)=O.NC(N)=O.NC(N)=O.NC(N)=O.CO.CO.CO.CO.CO.CO.CO
Orbital gap, eV: 8.794
Energy, a.u.: -1711.114216

```
! RIJCOSX wB97M-V def2-TZVPD def2/J DEFGRID3
* xyz 0 1
N 0.733 -0.759 -3.650
C 0.095 -0.458 -4.733
N 0.721 -0.906 -5.711
O -0.867 0.259 -4.670
H 1.723 -0.921 -3.769
H 0.458 -0.230 -2.835
H 0.456 -0.812 -6.681
H 1.217 -1.763 -5.511
N -3.379 0.181 -1.672
C -3.745 -0.952 -2.228
N -3.516 -0.811 -3.517
O -4.057 -2.001 -1.705
H -3.051 0.901 -2.299
H -3.594 0.336 -0.697
H -3.715 -1.671 -4.008
H -2.992 -0.009 -3.836
N 3.925 -1.358 2.073
C 2.779 -1.790 1.709
N 2.290 -2.744 2.427
O 2.285 -1.560 0.579
H 4.572 -0.851 1.487
H 4.325 -1.865 2.850
H 1.522 -3.224 1.980
H 2.903 -3.188 3.096
N -2.002 -2.517 0.457
C -1.886 -3.769 0.320
N -1.813 -4.053 -0.941
O -1.695 -4.553 1.257
H -1.844 -2.172 1.393
H -2.470 -2.048 -0.306
H -1.658 -5.019 -1.191
H -2.288 -3.411 -1.560
C -0.376 3.748 3.604
O -1.678 4.325 3.783
H 0.256 4.393 2.994
H 0.053 3.578 4.591
H -0.383 2.854 2.979
H -1.539 5.212 4.124
C -0.752 -1.400 4.063
O -2.136 -1.592 3.872
H -0.379 -0.898 3.170
H -0.639 -0.672 4.866
H -0.298 -2.326 4.417
H -2.542 -1.998 4.641
C -3.069 1.893 1.958
O -3.954 1.474 0.826
H -3.604 2.355 2.788
H -2.622 0.985 2.362
H -2.144 2.395 1.673
H -4.666 2.114 0.756
C 3.170 -2.364 -2.849
O 3.334 -1.122 -2.239
H 3.193 -2.180 -3.923
H 4.039 -2.945 -2.538
H 2.290 -2.934 -2.550
H 3.202 -1.109 -1.288
C 2.868 1.824 1.804
O 2.772 3.213 1.703
H 2.448 1.383 0.900
H 3.901 1.529 1.986
H 2.250 1.554 2.661
H 3.403 3.550 1.063
C -0.354 0.958 0.046
O 0.662 0.309 -0.789
H -0.537 1.960 -0.342
H -1.273 0.379 -0.044
H -0.204 1.026 1.123
H 0.896 -0.424 -0.216
C 1.344 4.042 -1.750
O 1.969 2.815 -2.011
H 2.074 4.827 -1.552
H 0.773 4.451 -2.583
H 0.595 4.205 -0.974
H 2.227 2.350 -1.212
*
```

The computed Löwdin charges, all in e, follow: atom 1 (N): 0.1839, atom 2 (C): -0.8349, atom 3 (N): 0.1839, atom 4 (O): 0.0410, atom 5 (H): 0.0639, atom 6 (H): 0.0931, atom 7 (H): 0.1308, atom 8 (H): 0.1205, atom 9 (N): 0.1754, atom 10 (C): -0.7502, atom 11 (N): 0.1611, atom 12 (O): 0.0207, atom 13 (H): 0.1173, atom 14 (H): 0.0697, atom 15 (H): 0.1200, atom 16 (H): 0.0796, atom 17 (N): 0.1935, atom 18 (C): -0.7294, atom 19 (N): 0.1917, atom 20 (O): -0.0102, atom 21 (H): 0.1335, atom 22 (H): 0.1195, atom 23 (H): 0.1357, atom 24 (H): 0.1210, atom 25 (N): 0.1883, atom 26 (C): -0.8076, atom 27 (N): 0.1706, atom 28 (O): -0.0101, atom 29 (H): 0.1024, atom 30 (H): 0.0770, atom 31 (H): 0.1179, atom 32 (H): 0.0879, atom 33 (C): -0.1457, atom 34 (O): -0.1292, atom 35 (H): 0.0753, atom 36 (H): 0.0816, atom 37 (H): 0.0512, atom 38 (H): 0.0719, atom 39 (C): -0.1654, atom 40 (O): -0.1297, atom 41 (H): 0.0663, atom 42 (H): 0.0703, atom 43 (H): 0.0796, atom 44 (H): 0.0820, atom 45 (C): -0.0856, atom 46 (O): -0.1393, atom 47 (H): 0.0845, atom 48 (H): 0.0634, atom 49 (H): 0.0451, atom 50 (H): 0.0748, atom 51 (C): -0.1860, atom 52 (O): -0.1272, atom 53 (H): 0.0728, atom 54 (H): 0.0781, atom 55 (H): 0.0869, atom 56 (H): 0.0399, atom 57 (C): -0.1727, atom 58 (O): -0.1190, atom 59 (H): 0.0577, atom 60 (H): 0.0719, atom 61 (H): 0.0838, atom 62 (H): 0.0795, atom 63 (C): -0.1172, atom 64 (O): -0.1386, atom 65 (H): 0.0793, atom 66 (H): 0.0489, atom 67 (H): 0.0564, atom 68 (H): 0.0216, atom 69 (C): -0.1937, atom 70 (O): -0.0906, atom 71 (H): 0.0676, atom 72 (H): 0.0767, atom 73 (H): 0.0665, atom 74 (H): 0.0490



No. 3
Here is a structure of composition C39H52Cl2OP4Pb at a distorted geometry from the Open Molecules 2025 dataset. Energies are from the ωB97M-V functional and the def2-TZVPD basis.

Orbital gap (alpha / beta), eV: 5.674 / 5.960
Energy, a.u.: -4070.572576

```
! RIJCOSX wB97M-V def2-TZVPD def2/J DEFGRID3
* xyz 2 1
P 1.237 0.992 -4.652
C 2.935 1.470 -4.906
C 3.692 0.834 -5.900
H 3.258 0.000 -6.455
C 4.986 1.282 -6.164
H 5.561 0.806 -6.961
C 5.525 2.340 -5.420
H 6.534 2.697 -5.637
C 4.776 2.948 -4.402
H 5.194 3.772 -3.820
C 3.479 2.505 -4.132
H 2.884 2.947 -3.329
C 0.940 -0.613 -5.396
C 1.633 -1.741 -4.918
H 2.355 -1.633 -4.104
C 1.409 -2.997 -5.487
H 1.942 -3.868 -5.097
C 0.523 -3.134 -6.560
H 0.368 -4.115 -7.023
C -0.157 -2.012 -7.042
H -0.843 -2.108 -7.885
C 0.033 -0.759 -6.458
H -0.502 0.112 -6.843
C 0.190 2.269 -5.345
C 0.597 2.848 -6.562
H 1.501 2.483 -7.054
C -0.149 3.877 -7.136
H 0.174 4.310 -8.086
C -1.306 4.346 -6.496
H -1.896 5.149 -6.950
C -1.709 3.776 -5.281
H -2.612 4.127 -4.775
C -0.969 2.738 -4.705
H -1.292 2.290 -3.764
Pb 0.273 0.141 -0.116
C -1.772 -1.269 -0.478
C -1.892 -1.473 -1.771
H -2.454 -1.763 0.249
C -0.981 -0.848 -2.849
O -1.906 -0.227 -3.760
H -1.409 0.268 -4.444
C 0.067 0.095 -2.402
H -0.439 -1.688 -3.333
C 1.008 0.860 -2.917
Cl 2.440 1.855 0.220
P -1.512 2.141 0.376
P 1.726 -2.070 0.119
C -0.980 3.094 1.814
H 0.068 3.370 1.673
H -1.022 2.450 2.694
H -1.581 3.987 1.995
C -1.472 3.276 -1.025
H -2.073 2.915 -1.860
H -0.442 3.367 -1.381
H -1.829 4.266 -0.737
C -3.215 1.630 0.685
H -3.263 0.911 1.506
H -3.622 1.130 -0.196
H -3.840 2.489 0.937
C 2.415 -2.119 1.785
H 1.685 -2.489 2.512
H 2.682 -1.102 2.094
H 3.306 -2.753 1.808
C 0.821 -3.587 -0.235
H 0.398 -3.557 -1.245
H -0.026 -3.684 0.453
H 1.464 -4.465 -0.142
C 3.048 -1.841 -1.091
H 3.318 -0.779 -1.116
H 2.732 -2.115 -2.102
H 3.927 -2.429 -0.818
P -3.252 -2.503 -2.423
C -3.858 -3.458 -1.028
C -2.548 -3.559 -3.692
H -4.244 -2.775 -0.264
H -3.035 -4.038 -0.594
H -4.658 -4.140 -1.343
H -2.206 -2.956 -4.540
H -3.297 -4.281 -4.038
H -1.692 -4.101 -3.278
C -4.566 -1.497 -3.114
H -4.877 -0.746 -2.381
H -5.429 -2.121 -3.373
H -4.193 -0.979 -4.002
H 1.687 1.422 -2.272
Cl 1.532 2.178 4.143
C 0.790 0.797 4.835
C 0.736 0.650 6.204
C 0.282 -0.553 6.761
C -0.125 -1.596 5.934
C -0.196 -1.432 4.560
C 0.131 -0.161 3.980
C -0.236 0.201 2.696
H 1.016 1.493 6.820
H 0.259 -0.665 7.837
H -0.445 -2.545 6.365
H -0.524 -2.230 3.879
H -1.120 -0.215 2.232
H 0.439 0.854 2.137
*
```

The computed Löwdin charges, all in e, follow: atom 1 (P): 1.0724, atom 2 (C): -0.3177, atom 3 (C): -0.0736, atom 4 (H): 0.1090, atom 5 (C): -0.0508, atom 6 (H): 0.1185, atom 7 (C): -0.0411, atom 8 (H): 0.1201, atom 9 (C): -0.0415, atom 10 (H): 0.1213, atom 11 (C): -0.0570, atom 12 (H): 0.1115, atom 13 (C): -0.3179, atom 14 (C): -0.0850, atom 15 (H): 0.1025, atom 16 (C): -0.0540, atom 17 (H): 0.1190, atom 18 (C): -0.0498, atom 19 (H): 0.1228, atom 20 (C): -0.0525, atom 21 (H): 0.1205, atom 22 (C): -0.0607, atom 23 (H): 0.1170, atom 24 (C): -0.3005, atom 25 (C): -0.0623, atom 26 (H): 0.1173, atom 27 (C): -0.0426, atom 28 (H): 0.1220, atom 29 (C): -0.0377, atom 30 (H): 0.1227, atom 31 (C): -0.0474, atom 32 (H): 0.1174, atom 33 (C): -0.0769, atom 34 (H): 0.0741, atom 35 (Pb): 0.8481, atom 36 (C): -0.1568, atom 37 (C): -0.4188, atom 38 (H): 0.0367, atom 39 (C): -0.4104, atom 40 (O): -0.0580, atom 41 (H): 0.0617, atom 42 (C): -0.2819, atom 43 (H): 0.1264, atom 44 (C): -0.2730, atom 45 (Cl): -0.1876, atom 46 (P): 0.7434, atom 47 (P): 0.7198, atom 48 (C): -0.2632, atom 49 (H): 0.0337, atom 50 (H): 0.0199, atom 51 (H): 0.0650, atom 52 (C): -0.2462, atom 53 (H): 0.0349, atom 54 (H): 0.0463, atom 55 (H): 0.0619, atom 56 (C): -0.2429, atom 57 (H): 0.0497, atom 58 (H): 0.0346, atom 59 (H): 0.0601, atom 60 (C): -0.2290, atom 61 (H): 0.0456, atom 62 (H): 0.0543, atom 63 (H): 0.0621, atom 64 (C): -0.2497, atom 65 (H): 0.0332, atom 66 (H): 0.0487, atom 67 (H): 0.0599, atom 68 (C): -0.2424, atom 69 (H): 0.0286, atom 70 (H): 0.0249, atom 71 (H): 0.0611, atom 72 (P): 0.8970, atom 73 (C): -0.1749, atom 74 (C): -0.1615, atom 75 (H): 0.0648, atom 76 (H): 0.0705, atom 77 (H): 0.0762, atom 78 (H): 0.0574, atom 79 (H): 0.0742, atom 80 (H): 0.0671, atom 81 (C): -0.1626, atom 82 (H): 0.0696, atom 83 (H): 0.0731, atom 84 (H): 0.0575, atom 85 (H): -0.0044, atom 86 (Cl): 0.7604, atom 87 (C): -0.5982, atom 88 (C): -0.0886, atom 89 (C): -0.0522, atom 90 (C): -0.0794, atom 91 (C): -0.0393, atom 92 (C): -0.3196, atom 93 (C): -0.1213, atom 94 (H): 0.1121, atom 95 (H): 0.1144, atom 96 (H): 0.1129, atom 97 (H): 0.1125, atom 98 (H): 0.0372, atom 99 (H): -0.0745